(a)
108
Properties=species:S:1:pos:R:3 method="wB97M-V/def2-TZVPD" multiplicity=1 charge=0 gap_ev=9.6542
C 0.5392 4.6476 0.9707
O 1.0812 4.0046 -0.1973
C 0.6922 4.6276 -1.3603
C 1.2202 3.9466 -2.6493
C 2.6912 3.5456 -2.4993
N 1.0252 4.7326 -3.8453
H -0.5498 4.5696 1.0747
H 0.8272 5.7276 0.9507
H 0.9882 4.1706 1.8897
H -0.4008 4.5196 -1.3573
H 0.9602 5.6306 -1.4293
H 0.6942 3.0336 -2.7193
H 2.9562 2.8686 -1.6993
H 3.3812 4.3536 -2.4353
H 2.9082 3.0036 -3.4413
H 1.3222 5.6716 -3.8323
H 0.0082 4.7846 -4.1013
C 0.7782 -2.8534 3.9227
O 0.1382 -2.9004 2.6437
C 0.7072 -3.8314 1.7547
C 0.0332 -3.8234 0.3597
C -1.4238 -4.2394 0.3057
N 0.6492 -4.8354 -0.4673
H 0.4482 -2.0614 4.5477
H 1.8562 -2.8174 3.8457
H 0.5852 -3.7724 4.5137
H 1.7152 -3.6314 1.5657
H 0.6522 -4.8834 2.0927
H 0.1462 -2.8894 -0.1443
H -1.8388 -4.2134 -0.7213
H -1.9848 -3.5924 1.0297
H -1.5878 -5.2234 0.5617
H 0.1182 -4.8694 -1.3473
H 0.4752 -5.7734 -0.0523
C 1.7672 1.1296 3.8647
O 0.4642 1.4096 3.3697
C -0.1898 0.2196 2.9737
C -1.2438 0.5836 2.0127
C -1.9628 -0.5624 1.3327
N -0.5998 1.4656 1.0107
H 2.2592 1.9746 4.3477
H 2.4872 0.8786 3.0507
H 1.7962 0.2756 4.5777
H 0.5482 -0.4494 2.5997
H -0.5328 -0.2384 3.8897
H -2.0158 1.1916 2.5167
H -2.7208 -0.1994 0.6977
H -2.4838 -1.2714 2.0067
H -1.3148 -1.1844 0.7447
H -0.0608 0.9156 0.4157
H 0.0762 2.0966 1.4997
C 3.8922 -1.4604 1.8177
O 3.3452 -1.4064 0.4887
C 2.1562 -0.6694 0.3447
C 1.9902 -0.5564 -1.1153
C 0.6922 0.2056 -1.4143
N 1.9142 -1.8974 -1.6603
H 3.9902 -0.4104 2.1087
H 4.8272 -1.9484 1.8897
H 3.2752 -1.8504 2.6327
H 1.3702 -1.2394 0.8317
H 2.0882 0.3236 0.8227
H 2.9192 -0.0184 -1.4463
H 0.3442 0.2236 -2.5063
H 0.8902 1.2626 -1.2443
H -0.1618 -0.1684 -0.8593
H 2.2542 -2.5404 -0.9383
H 2.6752 -2.0194 -2.3473
O -5.1798 -1.9264 1.1517
C -5.2628 -3.3104 0.8807
C -4.5328 -3.5444 -0.4563
O -4.2468 -4.7394 -0.6493
H -5.4398 -1.3594 0.3897
H -4.7068 -3.8954 1.5567
H -6.2628 -3.6294 0.7887
H -3.6748 -2.9164 -0.3663
H -5.0418 -3.2304 -1.3323
H -5.0248 -5.2454 -0.8213
O 6.2622 1.6986 0.9057
C 5.1662 2.2056 1.6227
C 4.0512 2.4426 0.5337
O 3.0302 2.8046 1.1277
H 5.9652 0.9596 0.4057
H 4.8032 1.5456 2.4137
H 5.5112 3.1166 2.0557
H 3.9242 1.5316 -0.0133
H 4.3612 3.2026 -0.2233
H 2.4172 3.2196 0.5507
O -1.4678 -1.8624 -4.4403
C -1.2908 -2.2294 -3.1163
C -2.2468 -1.4714 -2.2073
O -3.3908 -1.6934 -2.6433
H -0.5178 -1.7194 -4.7533
H -1.3728 -3.2924 -3.1133
H -0.2418 -1.9984 -2.9013
H -2.0998 -0.3444 -2.1033
H -1.9948 -1.9484 -1.3123
H -3.3268 -1.5894 -3.5993
O -5.2218 3.0376 -1.9633
C -3.8288 2.9806 -2.2283
C -3.0288 2.6676 -1.0053
O -1.9348 2.0756 -1.2863
H -5.7128 3.1676 -2.7473
H -3.7438 2.2066 -2.9883
H -3.4478 3.7976 -2.7653
H -3.6318 2.0076 -0.4263
H -2.7818 3.6106 -0.4443
H -1.3838 1.9796 -0.5203

***

(b)
108
Properties=species:S:1:pos:R:3 method="wB97M-V/def2-TZVPD" multiplicity=1 charge=0 gap_ev=8.3645
C -3.3159 -2.7243 0.4096
O -2.9342 -1.3900 0.0606
C -1.6605 -1.2087 -0.6709
C -0.4976 -0.9390 0.2584
C 0.6903 -0.2254 -0.5414
N -0.1131 -2.1298 0.9431
H -4.2157 -2.9724 0.9726
H -2.4259 -3.2939 0.6771
H -3.3264 -3.1095 -0.6100
H -1.3000 -2.0978 -1.1883
H -1.7447 -0.3294 -1.3095
H -0.6673 -0.2438 1.0806
H 0.3430 0.7852 -0.7567
H 0.9064 -0.8710 -1.3926
H 1.6503 -0.2118 -0.0255
H -0.8759 -2.4291 1.5335
H 0.6806 -1.8056 1.4770
C -6.7159 4.1240 2.4115
O -6.2025 3.2659 1.3896
C -6.4159 1.9003 1.4981
C -5.8278 1.1041 0.2730
C -6.0381 -0.3895 0.3920
N -4.4206 1.3415 0.1780
H -7.8041 4.0624 2.4021
H -6.5870 5.1779 2.1650
H -6.2550 3.7166 3.3113
H -6.1909 1.6094 2.5242
H -7.4916 2.0756 1.4859
H -6.2336 1.2978 -0.7199
H -7.1165 -0.5103 0.2900
H -5.7506 -0.8832 1.3203
H -5.7672 -0.9331 -0.5130
H -4.0209 1.2638 1.1023
H -3.9270 0.6335 -0.3466
C 3.4697 -5.9242 1.7798
O 3.1910 -6.1303 0.4020
C 2.6358 -5.0047 -0.2583
C 2.1864 -5.3526 -1.6519
C 3.2789 -5.9733 -2.6267
N 1.6470 -4.1542 -2.3192
H 2.5029 -5.6479 2.2003
H 4.2504 -5.1717 1.8910
H 3.8402 -6.8082 2.2990
H 1.7597 -4.5170 0.1691
H 3.4502 -4.2825 -0.3157
H 1.3826 -6.0826 -1.5563
H 4.2847 -5.5569 -2.6818
H 2.8910 -5.9653 -3.6454
H 3.5138 -7.0001 -2.3463
H 1.1649 -3.5816 -1.6411
H 2.2852 -3.4106 -2.5638
C 4.9324 -3.2528 -4.0040
O 4.7203 -2.0981 -3.1849
C 4.4847 -0.9271 -3.9947
C 3.4184 0.0147 -3.2657
C 2.4803 0.9178 -4.0689
N 4.2249 0.7875 -2.2813
H 5.4378 -3.1635 -4.9656
H 4.0001 -3.7914 -4.1739
H 5.5048 -3.8933 -3.3330
H 5.3864 -0.4405 -4.3665
H 4.0451 -1.3245 -4.9095
H 2.7676 -0.6425 -2.6890
H 3.0761 1.6126 -4.6608
H 1.8012 1.5304 -3.4759
H 1.8040 0.3941 -4.7445
H 4.9043 0.2355 -1.7776
H 4.7561 1.5251 -2.7217
O -3.8043 5.1083 -0.1254
C -3.0364 4.8129 -1.2971
C -1.5272 4.4332 -1.0678
O -1.6117 3.2069 -0.2856
H -3.8001 6.0573 0.0194
H -3.5761 4.0459 -1.8524
H -3.1458 5.6547 -1.9808
H -0.9508 5.1375 -0.4679
H -1.0568 4.3464 -2.0472
H -0.7455 2.9770 0.0585
O 0.0675 -2.0310 6.6949
C -0.1669 -1.4219 5.4104
C -1.5200 -1.8746 4.7709
O -1.6074 -1.6390 3.3810
H -0.0407 -2.9822 6.6234
H -0.1568 -0.3344 5.4828
H 0.7375 -1.7875 4.9241
H -2.2610 -1.2674 5.2909
H -1.8597 -2.8594 5.0914
H -2.1473 -0.8541 3.2623
O 4.8056 4.0221 -0.9676
C 3.9205 4.8849 -1.7359
C 2.5187 4.5069 -1.9924
O 1.7097 3.8335 -1.0645
H 4.3691 3.8161 -0.1378
H 3.9180 5.7978 -1.1403
H 4.5485 5.0573 -2.6099
H 2.6177 3.8768 -2.8762
H 2.0259 5.4366 -2.2768
H 1.9128 2.9088 -1.2235
O 0.8811 2.4414 1.2610
C 0.5133 1.8114 2.4820
C 0.2749 2.8812 3.5706
O 1.3184 3.8655 3.7693
H 1.8292 2.5725 1.3354
H -0.4619 1.3723 2.2714
H 1.3140 1.0885 2.6380
H -0.0786 2.5033 4.5299
H -0.6128 3.4663 3.3299
H 0.9783 4.5472 4.3534

***

Short version: (a) is the most stable of them.

***

(a)
8
Properties=species:S:1:pos:R:3 method="wB97M-V/def2-TZVPD" multiplicity=1 charge=-1 gap_ev="5.9288 / 9.4527"
N 0.3544 0.7703 -0.3035
O -2.9793 -1.0927 1.9794
O -0.4750 -1.3814 2.0857
O -1.6458 0.2478 3.5411
O -0.7874 1.4921 0.1076
S -1.6594 -0.5583 2.3299
H 0.2506 -0.1696 -0.7994
H 1.0069 0.5981 0.4340

***

(b)
8
Properties=species:S:1:pos:R:3 method="wB97M-V/def2-TZVPD" multiplicity=1 charge=-1 gap_ev="8.6331 / 6.4941"
N -0.3082 -1.0375 -0.9976
O -0.1950 1.6641 1.5789
O 1.3674 -0.1335 2.1088
O 2.0058 1.5568 0.3639
O -1.6913 -0.9420 -1.4818
S 0.9564 0.8011 1.0806
H 0.2010 -0.9957 -1.8933
H -2.3361 -0.9133 -0.7595

***

Short version: (a) is the most stable of them.

***

(a)
10
Properties=species:S:1:pos:R:3 method="wB97M-V/def2-TZVPD" multiplicity=1 charge=0 gap_ev=9.6222
C 1.2794 1.1996 -0.1093
C 0.7490 -0.0152 -0.0203
N 2.6385 1.3376 0.0514
N 2.1050 -1.2499 0.0340
N -0.4889 -0.5704 0.0119
O 4.5766 -0.2826 -0.0066
S 3.1869 -0.1252 0.0009
H 0.8920 2.2013 -0.2007
H -0.6505 -0.7848 -0.9318
H -0.7319 -1.2000 0.7674

***

(b)
10
Properties=species:S:1:pos:R:3 method="wB97M-V/def2-TZVPD" multiplicity=1 charge=0 gap_ev=8.1002
C 0.9033 1.4150 0.3491
C -0.0703 0.7031 -0.3888
H -1.6961 -1.9371 0.6015
H -0.8346 -1.4315 -1.7285
H 1.0651 2.5704 0.2573
N -0.4413 -1.8387 -0.1976
N -0.1596 -0.4434 0.3168
N 1.2555 0.8084 1.4513
O 0.6625 -0.5101 1.4215
S -0.6847 0.6638 -2.0826

***

Short version: (a) is the most stable of them.

***

(a)
11
Properties=species:S:1:pos:R:3 method="wB97M-V/def2-TZVPD" multiplicity=1 charge=0 gap_ev=7.2037
H 0.1208 3.4022 -1.0361
H 2.5313 -1.6778 0.1086
C 1.7585 -0.8996 0.0473
C 0.4703 -1.2903 0.0330
O -0.4608 -0.2330 0.1721
C -1.7565 -0.5055 0.2243
O -2.3482 0.6567 0.1727
Sr 0.7966 1.9503 0.0796
O 2.1316 0.3582 0.0850
H 0.0588 -2.2937 0.0154
H -3.3024 0.5325 0.0980

***

(b)
11
Properties=species:S:1:pos:R:3 method="wB97M-V/def2-TZVPD" multiplicity=1 charge=0 gap_ev="4.1776 / 4.1763"
H 4.4069 -0.6265 0.1661
O -1.3781 1.6999 -0.0933
O 2.8048 0.5417 0.5093
C 3.3481 -0.4023 -0.0421
C -2.5552 -0.4731 -0.3440
O -2.9097 0.1165 0.9040
C -1.5745 0.3985 0.3463
H 2.8312 -0.9696 -0.8356
H -2.5065 -1.5703 -0.3449
H -3.0656 -0.0518 -1.2217
Sr 0.5986 1.3369 0.9559

***

Short version: (a) is the most stable of them.

***

(a)
9
Properties=species:S:1:pos:R:3 method="wB97M-V/def2-TZVPD" multiplicity=1 charge=0 gap_ev="9.4441 / 9.4441"
O 0.5621 -0.3512 0.3682
S 0.3755 1.0792 -0.0758
O 0.9204 1.5460 -1.3379
N 1.9702 0.8707 1.0970
O 1.9898 0.8952 2.2870
H 2.6870 0.1504 0.5504
O -3.0262 -0.3499 -1.4061
C -2.8312 -1.4094 -0.9521
O -2.6477 -2.4309 -0.5308

***

(b)
9
Properties=species:S:1:pos:R:3 method="wB97M-V/def2-TZVPD" multiplicity=1 charge=0 gap_ev="6.5527 / 6.5418"
C -0.0667 0.6930 -0.4000
N 0.5348 1.8691 -0.0125
O 1.3805 1.9104 -0.9699
O -0.9368 0.2743 -1.0472
O 0.5039 2.4678 1.0448
O -1.0468 -1.9334 0.6462
O 0.9479 -0.6962 0.2995
S 0.1627 -1.8437 -0.3141
H -1.4795 -2.7413 0.7533

***

Short version: (a) is the most stable of them.

***

(a)
10
Properties=species:S:1:pos:R:3 method="wB97M-V/def2-TZVPD" multiplicity=1 charge=-1 gap_ev=7.8070
C -0.9562 -1.1042 -0.0325
N 0.3524 2.3494 1.2516
O -1.8638 -0.4703 0.4530
O -0.4058 -2.2476 0.2457
Si 0.3629 -1.3981 -1.2787
S 0.3058 -2.3396 -3.0531
H -0.4194 1.8692 1.7109
H -0.0273 2.7096 0.3802
H 1.6303 -0.9995 -0.6682
H 1.0212 1.6312 0.9913

***

(b)
10
Properties=species:S:1:pos:R:3 method="wB97M-V/def2-TZVPD" multiplicity=1 charge=-1 gap_ev=7.9565
N -1.7318 -0.5591 -0.5372
Si -0.4715 0.4492 0.1882
S -0.0533 2.3614 -0.3243
C 1.2003 -0.4693 -0.2648
O 1.4091 -1.6789 -0.3905
O 2.3510 0.3799 0.0152
H -1.3624 -1.5515 -0.5173
H -2.6022 -0.4116 -0.0062
H -0.7725 0.0694 1.8903
H 2.0333 1.4104 -0.0535

***

Short version: (b) is the most stable of them.

***

(a)
9
Properties=species:S:1:pos:R:3 method="wB97M-V/def2-TZVPD" multiplicity=1 charge=0 gap_ev=10.6754
C 1.1476 0.0368 2.2168
C 0.1262 0.0841 1.2683
C 0.5084 -0.7767 -0.3967
O 1.9014 -0.4904 2.8916
O 0.9645 1.2264 1.5615
Br -0.4320 -2.3719 -0.3755
H -0.9477 0.1273 1.3584
H 1.6127 -0.6391 -0.6606
H -0.2175 -0.0966 -0.9972

***

(b)
9
Properties=species:S:1:pos:R:3 method="wB97M-V/def2-TZVPD" multiplicity=1 charge=0 gap_ev="9.1777 / 4.6089"
C 0.1038 1.0060 1.2486
C 0.3459 -0.9654 -0.5934
C 0.1655 -0.1848 0.5458
O 0.4687 2.0892 0.8491
O -0.2150 -1.4264 0.7236
Br -1.5201 0.8035 -2.7443
H -0.4195 0.9365 2.1431
H -0.2205 -0.9232 -1.5027
H 1.2913 -1.3355 -0.6698

***

Short version: (a) is the most stable of them.

***

(a)
18
Properties=species:S:1:pos:R:3 method="wB97M-V/def2-TZVPD" multiplicity=1 charge=0 gap_ev=3.8422
O -0.3317 -2.1751 -0.0280
C -0.5340 -0.8407 0.4978
C 0.5448 0.2259 0.2258
N 1.8728 -0.3645 0.7655
H -1.3279 -0.4498 -0.1076
H 0.1659 1.0625 0.8281
H -0.8330 -0.8483 1.5601
H 2.2098 -0.9657 -0.0258
H 2.5411 0.3187 0.9371
H 0.5815 0.4303 -0.8988
H -2.4160 1.8868 1.8120
O -1.8524 1.5306 1.1361
H 0.4739 -2.0268 -0.7283
H 2.0054 -2.7174 -1.3675
O 1.4750 -1.9458 -1.6110
H -1.5582 2.8565 -1.6212
H -1.6228 2.0476 -0.1055
O -1.3942 1.9751 -1.2687

***

(b)
18
Properties=species:S:1:pos:R:3 method="wB97M-V/def2-TZVPD" multiplicity=1 charge=0 gap_ev=10.4548
C -1.8753 -0.5169 0.4799
C -1.4610 0.7546 -0.1709
N -1.5879 1.9453 0.5485
O -1.0616 0.7700 -1.2887
H -1.0103 -0.7318 1.0446
H -2.6914 -0.4520 1.2608
H -2.1066 -1.1487 -0.4671
H -2.0605 1.9622 1.3777
H -0.7870 2.5592 0.5589
O 1.2999 -3.3879 2.1840
H 2.0535 -3.1875 1.6165
H 1.5733 -3.5450 3.0135
O 0.8277 3.0536 -0.5372
H 0.5233 2.7910 -1.4595
H 1.3745 3.8101 -0.4999
O 2.6309 -2.1481 -1.4556
H 2.1468 -2.1462 -2.3232
H 2.5422 -1.2550 -1.0347

***

(c)
18
Properties=species:S:1:pos:R:3 method="wB97M-V/def2-TZVPD" multiplicity=1 charge=0 gap_ev=10.3638
N -0.0588 0.8926 1.1584
C 0.3926 1.1638 -0.2035
C 0.8651 -0.0391 -0.9914
O 1.8413 -0.0992 -1.6756
H 0.3903 0.0405 1.5112
H 0.2851 1.4948 1.9009
H 1.0588 2.0383 -0.2854
H -0.4739 1.6358 -0.6834
H 0.2856 -0.8793 -0.5435
O 3.0695 -0.8414 1.3271
H 3.7097 -0.5414 0.6774
H 2.2661 -0.9199 0.8052
O -2.6290 -1.2060 -1.4353
H -2.8456 -0.7689 -0.5863
H -3.4693 -1.5193 -1.7439
O -2.7147 0.3319 1.0942
H -3.4729 0.3522 1.7218
H -2.0482 0.4889 1.8048

***

Short version: (b) is the most stable of them.

***

(a)
7
Properties=species:S:1:pos:R:3 method="wB97M-V/def2-TZVPD" multiplicity=1 charge=-1 gap_ev="7.2635 / 7.2640"
N 2.6876 -0.5557 -0.3454
O -2.0759 1.4422 -1.0265
O -1.9707 0.9349 1.3215
S 1.7149 -1.5709 0.3322
S -2.2647 0.4114 0.0385
Cl -0.6705 -1.1519 -0.3725
H 2.5793 0.4901 0.0522

***

(b)
7
Properties=species:S:1:pos:R:3 method="wB97M-V/def2-TZVPD" multiplicity=1 charge=-1 gap_ev=7.7451
N 0.3118 -0.5973 -0.0713
O -2.1981 0.8248 -1.1428
O -2.0965 0.3205 1.1879
S 1.6460 -0.7873 0.8003
S -1.3522 0.8643 0.0237
Cl 3.1436 0.5589 0.0515
H 0.5454 -1.1838 -0.8495

***

Short version: (b) is the most stable of them.

***

(a)
9
Properties=species:S:1:pos:R:3 method="wB97M-V/def2-TZVPD" multiplicity=1 charge=+1 gap_ev="7.7385 / 7.8959"
C -0.3509 -0.5410 -0.7412
C 0.7548 -0.3838 -0.2948
N -3.1044 0.9818 0.5312
N 2.0945 -0.3096 0.0974
Cl -2.2570 -0.3102 0.0113
Cl -4.1213 1.5161 -0.6444
H 1.7664 0.0010 1.0681
H 2.8119 0.2894 -0.2793
H 2.4059 -1.2435 0.2517

***

(b)
9
Properties=species:S:1:pos:R:3 method="wB97M-V/def2-TZVPD" multiplicity=1 charge=+1 gap_ev=8.4680
C 0.5541 -0.3194 0.1382
C -0.5843 -0.0035 0.1541
N 2.5403 -0.1786 0.3355
N -1.9217 0.1713 0.0360
Cl 2.9836 1.2737 -0.3666
Cl 3.2098 -1.5733 -0.4625
H -2.3665 -0.2880 -0.8594
H -1.9845 1.1242 0.1453
H -2.4308 -0.2064 0.8795

***

Short version: (b) is the most stable of them.

***

(a)
9
Properties=species:S:1:pos:R:3 method="wB97M-V/def2-TZVPD" multiplicity=1 charge=0 gap_ev=8.0241
C 1.6586 -0.5127 -0.1866
N 1.2339 0.7419 -0.2211
O 0.1381 1.1532 0.3153
H 1.3734 -1.3842 0.3068
H 2.4581 -0.8450 -0.7436
H 1.8521 1.3437 -0.7142
S -2.6851 -0.9584 0.7661
I -4.2042 0.4779 -0.5300
H -1.8248 -0.0165 1.0074

***

(b)
9
Properties=species:S:1:pos:R:3 method="wB97M-V/def2-TZVPD" multiplicity=1 charge=0 gap_ev=8.2639
C 0.0384 -0.6783 -0.9150
N 0.3208 0.6647 -0.4039
O 0.7213 0.5776 0.9156
S -0.3883 1.4899 2.0212
I -1.9315 -0.2381 2.6753
H -0.6200 -1.1503 -0.2351
H -0.3808 -0.5067 -1.8941
H 1.0846 -1.1076 -1.0747
H 1.1555 0.9487 -1.0893

***

Short version: (b) is the most stable of them.

***

(a)
20
Properties=species:S:1:pos:R:3 method="wB97M-V/def2-TZVPD" multiplicity=1 charge=+1 gap_ev=5.5243
C -1.0072 -0.6091 -1.1523
C 4.0735 -0.5169 -0.0735
C 1.9175 0.0855 0.3962
C -2.1351 1.3618 -0.2514
C -2.3306 -0.8313 0.8121
N -1.7600 -0.0551 -0.2816
O 3.0870 0.2840 -0.1607
O 0.9842 1.1342 0.1977
H -0.4375 0.1297 -1.7760
H -0.8958 -1.6003 -1.0454
H 4.1627 -1.5003 0.3533
H 4.9232 -0.4628 -0.7132
H 1.5225 -0.8768 0.4863
H -2.2057 1.6881 -1.2176
H -3.0070 1.4103 0.2791
H -1.2079 1.7942 0.2430
H -2.4987 -1.9723 0.6356
H -1.4657 -0.8159 1.6373
H -3.2571 -0.4798 1.1002
H 1.5379 1.8327 0.5308

***

(b)
20
Properties=species:S:1:pos:R:3 method="wB97M-V/def2-TZVPD" multiplicity=1 charge=+1 gap_ev=10.6361
O 0.8884 -0.2839 2.3726
C 1.4016 0.1288 1.3890
C 0.9208 -0.1417 0.0424
N -0.4341 -0.6262 -0.0917
C -1.0001 0.2551 -1.1608
C -0.0779 1.3434 -1.6674
C 1.2122 1.1348 -0.9660
H 2.5505 0.3956 1.5672
H 1.6292 -0.6741 -0.5627
H -0.6945 -1.6956 -0.2541
H -0.7603 -0.3158 0.9017
H -1.3764 -0.2899 -2.0362
H -2.0321 0.6933 -0.9916
H -0.6384 2.3375 -1.5167
H 0.0805 1.3417 -2.6973
H 1.4458 1.9393 -0.2390
H 2.0939 0.8339 -1.4656
H -1.3648 -2.2986 3.0054
H -2.4086 -2.2007 2.1074
O -1.4357 -1.8766 2.2634

***

Short version: (b) is the most stable of them.